C4H6N2 | ωB97M-V/def2-TZVPD

XYZ file:
```
12
C4H6N2, DFT ωB97M-V/def2-TZVPD
C 0.202 -1.317 0.183
C 1.548 -0.692 -0.060
C 0.405 1.324 0.204
C -0.972 -0.623 0.174
N -1.109 0.694 -0.022
N 1.746 0.608 0.013
H 0.094 -2.372 0.081
H 2.336 -1.406 -0.295
H 0.440 1.519 1.302
H 0.489 2.229 -0.295
H -1.231 0.844 -1.026
H -1.737 -1.400 0.095
```

Calculated values
calculated total energy = -7222.82199 eV
energy relative to the best compared isomer or geometry (same formula, charge and spin) = 2.769 eV
SMILES string = C1=CNCN=C1
LUMO level = 0.59 eV
E_HOMO = -8.620 eV
multiplicity = 1